1.
DFT (ωB97M-V/def2-TZVPD) results for a cluster of 2 separate species, C5H8 in total at a distorted geometry.

E_tot: -195.1343 Ha
Net charge: 0
HOMO-LUMO gap: 9.6 eV

Each line ends with the Mulliken charge.
Atoms and positions in Å:
C: 1.437 0.259 0.784  -0.75
C: -0.945 1.933 0.060  -0.58
C: -0.816 0.649 -0.216  0.28
C: -0.238 -0.511 -0.214  -0.09
C: -0.502 -1.895 -0.747  -1.06
H: 0.729 0.657 1.477  0.25
H: 2.387 0.045 1.336  0.27
H: 1.655 0.700 -0.186  0.27
H: -0.627 2.700 -0.644  0.25
H: -1.435 2.263 0.975  0.28
H: -1.481 -2.042 -1.234  0.31
H: 0.271 -2.158 -1.477  0.27
H: -0.436 -2.599 0.084  0.28

=====

2.
DFT (ωB97M-V/def2-TZVPD) results for a cluster of 2 separate species, C2FN3 in total at a distorted geometry.

E_tot: -340.0299 Ha
Net charge: 0
HOMO-LUMO gap (alpha / beta): 5.6 / 5.6 eV

Each line ends with the Mulliken charge.
Atoms and positions in Å:
C: -0.261 0.313 1.402  0.24
C: 0.344 -0.336 0.313  0.63
N: -0.621 0.817 2.370  -0.17
N: 0.908 -1.343 -0.290  -0.15
N: 0.546 -0.165 -0.956  0.02
F: -0.916 0.713 -2.840  -0.57

=====

3.
DFT (ωB97M-V/def2-TZVPD) results for a structure of composition C3H3DyO2 at a distorted geometry.

E_tot: -1150.8459 Ha
Net charge: +2
HOMO-LUMO gap (alpha / beta): 6.9 / 9.6 eV
2S+1: 6

Each line ends with the Mulliken charge.
Atoms and positions in Å:
C: -0.523 -0.341 -0.032  -0.64
C: -1.271 0.647 -0.551  -0.43
H: -2.316 0.501 -0.843  0.30
H: -0.939 -1.356 -0.033  0.39
H: -0.864 1.654 -0.715  0.32
O: 1.864 -0.143 0.979  -0.56
C: 1.638 -0.428 -0.206  1.08
O: 2.218 -0.745 -1.187  -0.18
Dy: 0.193 0.210 2.589  1.73

=====

4.
DFT (ωB97M-V/def2-TZVPD) results for a structure of composition C40H70IN11O11S at a distorted geometry.

E_tot: -3691.9892 Ha
Net charge: 0
HOMO-LUMO gap: 7.9 eV

Each line ends with the Mulliken charge.
Atoms and positions in Å:
O: -4.063 -3.668 1.931  -0.45
C: -4.017 -3.283 0.790  0.09
O: -4.926 -3.910 -0.115  -0.47
C: -6.128 -3.201 0.051  0.05
C: -7.147 -3.630 0.998  -0.69
C: -8.270 -2.854 1.122  -0.26
I: -9.749 -3.473 2.512  0.12
C: -8.462 -1.644 0.376  0.83
N: -9.476 -0.759 0.404  -0.58
S: -9.094 0.392 -0.677  0.19
N: -7.646 -0.117 -1.279  -0.69
C: -7.443 -1.241 -0.580  0.63
C: -6.275 -2.070 -0.698  -0.30
C: -3.080 -2.152 0.388  0.24
C: -1.754 -2.360 -0.064  -0.28
C: -0.983 -1.237 -0.391  -0.75
C: -1.451 0.077 -0.271  -0.38
C: -2.769 0.289 0.169  -0.91
C: -3.540 -0.830 0.492  0.12
H: -6.990 -4.533 1.589  0.56
H: -5.491 -1.781 -1.404  0.53
H: -1.379 -3.377 -0.153  0.72
H: 0.045 -1.416 -0.718  0.42
H: -0.846 0.955 -0.515  0.38
H: -3.147 1.315 0.242  0.38
H: -4.569 -0.657 0.836  0.51
C: -2.812 -6.072 0.513  0.50
O: -2.017 -5.311 -0.009  -0.71
N: -2.790 -7.411 0.398  0.17
C: -3.770 -8.253 1.051  -0.87
C: -1.751 -8.034 -0.406  -1.01
H: -3.635 -5.710 1.143  0.03
H: -3.260 -8.936 1.734  0.23
H: -4.310 -8.831 0.298  0.37
H: -4.481 -7.649 1.614  0.27
H: -0.775 -7.769 0.001  0.30
H: -1.815 -7.664 -1.431  0.30
H: -1.868 -9.114 -0.398  0.40
C: 2.374 0.967 0.950  0.06
O: 1.495 0.472 0.268  -0.54
N: 2.752 2.258 0.904  0.20
C: 3.810 2.799 1.739  -0.87
C: 2.084 3.155 -0.017  -1.22
H: 2.947 0.375 1.682  0.26
H: 3.403 3.599 2.361  0.29
H: 4.592 3.202 1.093  0.35
H: 4.235 2.029 2.381  0.30
H: 1.016 3.186 0.208  0.39
H: 2.217 2.783 -1.036  0.33
H: 2.505 4.154 0.066  0.45
C: -0.845 -10.030 3.546  0.06
O: -0.723 -9.786 2.361  -0.55
N: -0.802 -9.109 4.531  0.13
C: -0.955 -9.466 5.927  -0.94
C: -0.595 -7.715 4.175  -0.82
H: -1.006 -11.056 3.918  0.30
H: -1.820 -8.944 6.342  0.34
H: -0.059 -9.171 6.477  0.33
H: -1.102 -10.539 6.036  0.30
H: -1.397 -7.385 3.512  0.17
H: 0.353 -7.611 3.647  0.30
H: -0.584 -7.097 5.070  0.37
C: 6.811 5.282 -0.346  0.06
O: 6.470 4.408 0.434  -0.63
N: 6.626 5.236 -1.679  0.28
C: 7.050 6.313 -2.561  -1.03
C: 5.981 4.069 -2.253  -0.73
H: 7.309 6.205 -0.008  0.34
H: 6.179 6.704 -3.091  0.27
H: 7.765 5.921 -3.280  0.36
H: 7.517 7.118 -1.998  0.39
H: 4.984 3.955 -1.823  -0.05
H: 6.563 3.177 -2.015  0.37
H: 5.902 4.178 -3.333  0.37
C: -12.160 -4.616 5.652  0.09
O: -12.600 -4.137 4.625  -0.58
N: -11.691 -5.875 5.780  0.13
C: -11.179 -6.383 7.038  -0.92
C: -11.702 -6.747 4.618  -0.82
H: -12.108 -4.038 6.590  0.30
H: -10.137 -6.685 6.910  0.33
H: -11.770 -7.248 7.347  0.33
H: -11.235 -5.619 7.811  0.30
H: -11.102 -6.301 3.822  0.18
H: -12.725 -6.861 4.258  0.29
H: -11.296 -7.723 4.877  0.37
C: 10.165 6.674 -3.288  0.15
O: 9.535 7.630 -3.701  -0.60
N: 11.353 6.259 -3.766  0.12
C: 12.045 5.107 -3.218  -0.93
C: 11.961 6.990 -4.866  -0.86
H: 9.796 6.051 -2.455  0.25
H: 13.020 5.417 -2.839  0.34
H: 12.183 4.361 -4.002  0.35
H: 11.471 4.666 -2.405  0.30
H: 12.122 8.027 -4.569  0.30
H: 11.289 6.976 -5.726  0.23
H: 12.911 6.536 -5.139  0.39
C: -4.546 -0.117 4.838  0.11
O: -4.553 1.007 5.304  -0.62
N: -5.383 -1.112 5.204  0.15
C: -5.318 -2.430 4.604  -0.67
C: -6.375 -0.848 6.230  -1.02
H: -3.832 -0.419 4.054  0.31
H: -6.276 -2.656 4.128  0.28
H: -5.116 -3.171 5.382  0.33
H: -4.530 -2.476 3.856  0.13
H: -7.027 -0.035 5.906  0.31
H: -5.875 -0.545 7.151  0.30
H: -6.970 -1.741 6.413  0.39
C: 8.289 7.369 -8.893  0.13
O: 8.336 7.605 -10.085  -0.60
N: 8.340 8.297 -7.916  0.17
C: 8.279 7.942 -6.508  -0.94
C: 8.461 9.695 -8.286  -0.99
H: 8.198 6.340 -8.506  0.28
H: 7.413 8.427 -6.054  0.37
H: 9.186 8.284 -6.010  0.34
H: 8.190 6.864 -6.383  0.24
H: 7.610 9.982 -8.906  0.31
H: 9.374 9.841 -8.865  0.31
H: 8.490 10.318 -7.395  0.38
C: 3.007 5.840 -4.923  0.07
O: 3.918 6.626 -4.735  -0.58
N: 2.220 5.325 -3.956  0.18
C: 1.151 4.387 -4.245  -0.88
C: 2.457 5.727 -2.582  -0.65
H: 2.750 5.475 -5.931  0.30
H: 0.200 4.809 -3.915  0.32
H: 1.336 3.452 -3.713  0.30
H: 1.098 4.184 -5.313  0.30
H: 2.344 6.809 -2.498  0.35
H: 3.476 5.458 -2.301  -0.09
H: 1.752 5.235 -1.917  0.34

=====

5.
DFT (ωB97M-V/def2-TZVPD) results for the molecule C8H9Br at a distorted geometry.

E_tot: -2884.2123 Ha
SMILES string: CCc1ccc(Br)cc1
Net charge: 0
HOMO-LUMO gap: 9.6 eV

Each line ends with the Mulliken charge.
Atoms and positions in Å:
C: 1.463 -0.172 0.109  -0.44
C: -0.826 -0.578 -0.429  -0.15
C: 1.945 -1.225 -0.655  -0.65
C: -0.404 -1.726 -1.075  -0.44
C: 0.106 0.229 0.215  0.71
C: -0.111 1.372 1.108  -0.44
C: 0.955 -2.004 -1.328  0.00
C: -1.497 2.103 0.941  -1.12
Br: 1.389 -3.621 -2.295  -0.19
H: 2.169 0.500 0.717  0.20
H: -1.929 -0.602 -0.448  0.22
H: 2.921 -1.569 -0.806  0.45
H: -1.259 -2.303 -1.463  0.32
H: 0.149 0.896 2.127  0.29
H: 0.662 2.047 0.810  0.38
H: -1.781 2.289 -0.179  0.27
H: -1.716 3.046 1.509  0.32
H: -2.236 1.317 1.143  0.27

=====

6.
DFT (ωB97M-V/def2-TZVPD) results for a cluster of 10 separate species, C20H58N2O10 in total at a distorted geometry.

E_tot: -1658.4833 Ha
SMILES string: CC1(C)CCCC(C)(C)N1O.CC1(C)CCCC(C)(C)N1O.CO.CO.O.O.O.O.O.O
Net charge: 0
HOMO-LUMO gap: 8.1 eV

Each line ends with the Mulliken charge.
Atoms and positions in Å:
C: 8.311 -0.689 -0.345  -0.60
O: 9.022 0.554 -0.495  -0.47
H: 7.292 -0.828 -0.705  0.30
H: 8.847 -1.420 -0.949  0.24
H: 8.423 -1.038 0.682  0.21
H: 8.274 0.975 -0.925  0.32
C: -0.799 -7.102 -1.153  -0.66
O: -0.473 -5.759 -1.317  -0.47
H: -1.873 -7.277 -1.202  0.25
H: -0.342 -7.900 -1.739  0.26
H: -0.812 -7.404 -0.106  0.31
H: -1.313 -5.295 -1.313  0.31
C: 2.005 2.897 -3.037  -1.96
C: 1.853 2.692 -4.543  1.70
C: 0.355 3.048 -4.899  -1.07
C: 0.153 3.208 -6.388  -0.63
C: 1.198 4.208 -6.976  -1.26
C: 2.650 3.822 -6.772  1.55
N: 2.791 3.461 -5.329  0.29
O: 4.169 3.246 -4.993  -0.49
C: 2.881 2.695 -7.766  -1.94
C: 3.489 5.078 -7.136  -1.84
C: 2.171 1.248 -4.848  -1.70
H: 1.699 3.908 -2.770  0.46
H: 3.061 2.934 -2.768  0.46
H: 1.490 2.142 -2.443  0.36
H: -0.331 2.250 -4.615  0.39
H: 0.163 3.988 -4.382  0.35
H: -0.850 3.628 -6.469  0.39
H: 0.229 2.310 -7.000  0.29
H: 0.903 5.184 -6.590  0.42
H: 1.001 4.337 -8.040  0.43
H: 3.150 3.140 -8.724  0.44
H: 3.707 2.003 -7.600  0.41
H: 2.082 1.972 -7.932  0.34
H: 3.376 5.406 -8.170  0.40
H: 3.052 5.855 -6.508  0.42
H: 4.532 4.881 -6.891  0.41
H: 1.316 0.600 -5.042  0.30
H: 2.700 0.782 -4.016  0.46
H: 2.854 1.044 -5.672  0.28
H: 4.421 4.013 -4.473  0.34
C: -5.475 2.343 2.454  -1.92
C: -6.036 1.503 3.561  1.59
C: -7.135 0.633 2.842  -1.40
C: -7.752 -0.575 3.761  -0.72
C: -6.569 -1.481 4.104  -1.09
C: -5.375 -0.696 4.733  1.39
N: -5.005 0.623 3.983  0.27
O: -3.902 1.241 4.606  -0.51
C: -5.655 -0.323 6.275  -1.47
C: -4.081 -1.582 4.600  -1.90
C: -6.652 2.387 4.613  -1.72
H: -5.382 1.668 1.603  0.44
H: -6.166 3.093 2.070  0.44
H: -4.529 2.824 2.703  0.39
H: -7.823 1.402 2.494  0.49
H: -6.746 0.062 1.999  0.42
H: -8.112 -0.060 4.652  0.30
H: -8.577 -0.979 3.175  0.39
H: -6.286 -1.905 3.140  0.35
H: -6.809 -2.335 4.737  0.48
H: -6.585 0.237 6.372  0.28
H: -4.732 0.118 6.652  0.35
H: -5.778 -1.173 6.946  0.44
H: -3.273 -1.186 5.215  0.44
H: -3.680 -1.515 3.588  0.44
H: -4.095 -2.653 4.803  0.35
H: -5.931 2.811 5.313  0.36
H: -6.985 3.294 4.108  0.45
H: -7.467 1.969 5.203  0.33
H: -3.070 0.880 4.289  0.35
O: 4.970 -5.787 -2.214  -0.64
H: 4.042 -5.560 -2.157  0.31
H: 5.249 -5.887 -1.303  0.32
O: 2.628 -2.726 1.473  -0.64
H: 2.095 -2.985 0.722  0.32
H: 3.218 -3.466 1.616  0.32
O: 2.284 0.726 4.718  -0.65
H: 2.578 0.331 3.897  0.32
H: 2.808 0.295 5.393  0.32
O: 5.690 -6.101 2.618  -0.63
H: 6.559 -6.229 3.000  0.31
H: 5.087 -6.459 3.269  0.33
O: 5.026 -1.755 7.027  -0.64
H: 5.489 -1.547 7.838  0.32
H: 5.680 -1.633 6.338  0.32
O: 1.926 -5.242 5.265  -0.64
H: 1.394 -4.959 4.521  0.32
H: 2.111 -4.437 5.748  0.32

=====

net charge of number 5 (C8H9Br)?
0

=====

Among the records above, which one has the lowest E_tot?
C40H70IN11O11S

=====

What is the net charge in the fifth record?
0